[1]
Molecular formula: C32H44BrN3NiP2S
Method: DFT, the ωB97M-V functional and the def2-TZVPD basis

Geometry (Å):
1 S -3.05 -2.76 4.17
2 C 4.21 -0.45 -3.58
3 C 0.07 -2.43 -0.19
4 C 0.06 3.26 -0.40
5 H -2.70 5.39 -0.06
6 C -2.39 2.26 -1.58
7 H -2.87 1.26 -1.55
8 C -2.37 5.03 0.92
9 C -2.79 -1.47 3.03
10 H 0.56 -4.46 -0.52
11 C 4.24 -1.08 -2.31
12 N -3.84 -0.82 2.48
13 N 5.27 -2.35 -4.56
14 C -1.30 -2.92 4.27
15 C 2.75 0.81 0.98
16 C -0.62 -3.74 5.16
17 Br -0.43 3.22 3.49
18 H -3.63 -0.17 1.73
19 C 0.02 4.48 -1.30
20 H -1.15 -4.14 -0.84
21 P -0.98 -0.93 -0.52
22 H -3.34 -0.83 -0.89
23 H 5.67 -4.00 -3.34
24 C 0.77 -2.21 3.25
25 C 5.27 -2.98 -3.39
26 H -2.29 3.28 2.13
27 P -1.53 2.45 0.04
28 H -0.32 4.24 -2.31
29 H 1.20 -0.67 0.82
30 H -2.11 -3.12 -2.52
31 N -1.53 -1.16 2.75
32 H 2.57 -3.13 4.01
33 H 4.19 2.34 1.45
34 C -2.75 -2.25 -2.37
35 C 1.03 2.22 2.65
36 C -2.56 3.54 1.09
37 H -0.07 0.39 2.90
38 H 0.11 -3.65 -2.00
39 H 0.56 3.46 0.56
40 H -1.34 5.36 1.10
41 C 2.33 2.68 2.49
42 H 1.46 -1.62 -2.57
43 H -0.03 -2.62 0.88
44 H 4.74 -2.95 -1.29
45 H 3.78 0.54 -3.71
46 C -0.14 -3.73 -0.94
47 C 0.54 -1.21 -3.02
48 H -3.78 -2.60 -2.49
49 H 1.05 4.87 -1.38
50 H -4.79 -1.10 2.69
51 H 4.77 -0.65 -5.65
52 C -0.62 -2.06 3.38
53 C 3.46 0.15 -0.08
54 H -2.54 -1.55 -3.18
55 H 0.86 -0.65 -3.90
56 H -0.97 0.25 -2.64
57 C 0.79 -3.80 5.09
58 C 4.76 -1.13 -4.67
59 H -2.85 -2.39 -0.23
60 Ni -1.22 0.71 1.59
61 C 4.75 -2.39 -2.23
62 H 0.67 2.46 -0.87
63 H -4.20 3.43 -1.20
64 C -0.19 -0.28 -2.07
65 C 0.65 0.92 2.21
66 C 3.82 -0.41 -1.11
67 C -2.61 -1.63 -0.99
68 H 2.64 3.58 3.00
69 H -0.07 -2.04 -3.38
70 H -1.19 -4.31 5.89
71 H -2.93 4.31 -2.12
72 H 1.11 -2.11 -0.38
73 H -3.86 3.04 -2.91
74 H -1.60 2.21 -2.35
75 H -3.59 3.21 0.93
76 H -0.60 5.28 -0.89
77 C 1.52 0.26 1.31
78 C 1.48 -3.06 4.11
79 H 0.53 0.48 -1.73
80 H 1.36 -4.42 5.78
81 H 1.34 -1.71 2.47
82 C 3.20 1.96 1.65
83 C -3.40 3.33 -1.96
84 H -3.01 5.51 1.66

Calculated values
Orbital gap (spin up / spin down): 0.2883 / 0.2285 hartree
E: -6572.6440 hartree
ΔE to the lowest compared entry with this formula, charge and spin: 0.230 eV
Multiplicity: 3
Total charge: +2
HOMO level (spin up / spin down): -0.503 / -0.503 Eh


[2]
Molecular formula: C32H44GaNO5Si
Method: DFT, the ωB97M-V functional and the def2-TZVPD basis

Geometry (Å):
1 O -0.54 -0.96 -0.68
2 H 3.27 -1.12 -0.01
3 H -2.84 0.32 -2.14
4 C -0.42 1.35 -3.55
5 C -1.22 1.89 2.50
6 C -2.85 2.30 -3.89
7 C 2.09 0.06 5.48
8 C -4.98 3.08 -4.40
9 O -2.12 -0.43 -5.80
10 H 4.12 2.48 2.33
11 H -0.95 -3.80 -2.35
12 O -2.03 1.74 -6.35
13 H 0.48 2.57 3.92
14 C -1.45 2.34 1.17
15 N 0.92 -1.23 3.19
16 C 0.15 2.40 2.90
17 H 0.89 -0.34 -3.10
18 C 3.84 1.82 1.50
19 C -2.46 -0.07 -3.10
20 H 1.58 -3.23 5.76
21 H 0.17 -2.73 6.69
22 O -4.10 1.97 -4.22
23 H 2.83 1.02 -1.59
24 Ga 0.50 0.45 2.41
25 C 0.63 3.14 1.75
26 C 2.93 -2.67 3.32
27 H -1.30 -0.51 6.22
28 C 1.25 -3.03 1.58
29 H -5.89 2.66 -4.83
30 H 0.46 -2.74 -2.64
31 H 2.28 0.88 4.78
32 H -0.31 3.69 -0.18
33 C 3.14 1.05 -0.55
34 H -2.40 -3.10 -0.50
35 H 1.51 3.79 1.77
36 C -1.16 -1.76 -1.64
37 C 0.60 -2.74 5.69
38 H 3.37 -2.04 4.09
39 H -0.35 2.27 -2.95
40 C -0.31 -3.02 -1.91
41 H -0.97 0.89 5.16
42 C -1.21 -0.94 -2.95
43 H 4.45 -4.17 3.47
44 H 0.37 -2.64 1.07
45 H -1.12 -1.57 -3.85
46 H -1.83 3.79 -5.96
47 C -2.00 0.73 -5.44
48 H 4.13 -0.22 2.39
49 C -0.34 3.10 0.75
50 H 1.51 -4.82 0.42
51 C -0.98 -0.21 5.21
52 C 1.89 -4.22 1.24
53 C 3.03 -4.66 1.93
54 C -0.07 0.09 -2.78
55 C -1.92 1.12 -3.95
56 C 3.82 0.39 1.55
57 H -3.21 -2.42 -1.91
58 H -0.85 3.10 -7.30
59 H 0.21 1.42 -4.45
60 H -0.04 -3.38 5.08
61 C -2.53 -2.19 -1.09
62 H 0.15 -3.38 -0.98
63 H -3.24 -0.56 -3.68
64 H -0.89 1.06 -1.02
65 H -2.01 1.66 3.23
66 C -1.20 2.94 -6.27
67 C 3.39 -0.08 0.28
68 H 3.50 -5.60 1.67
69 H 3.02 -0.51 5.60
70 H -5.18 3.57 -3.44
71 H -0.34 2.85 -5.59
72 O -2.51 3.45 -3.62
73 H -4.52 3.80 -5.10
74 H -2.96 -1.42 -0.43
75 H 3.31 3.24 -0.15
76 Si 0.68 -1.04 4.94
77 H 1.85 0.50 6.46
78 H -1.73 -0.58 4.50
79 C 3.55 -3.87 2.95
80 C 3.41 2.22 0.21
81 C 1.73 -2.27 2.68
82 H 0.81 0.58 -0.80
83 H -2.36 2.21 0.58
84 C -0.13 0.29 -1.27

Calculated values
Orbital gap (spin up / spin down): 0.0602 / 0.0610 hartree
E: -3890.8512 hartree
Multiplicity: 1
Total charge: -2
HOMO level (spin up / spin down): 0.076 / 0.075 Eh